Record 1
Below is a structure of composition C17H45FeO6 at a distorted geometry, with properties calculated with the ωB97M-V functional and the def2-TZVPD basis.

Element x y z (Å)
1 Fe 1.0993 2.1747 -2.8802
2 C -0.5771 1.8503 1.3352
3 C -0.8240 1.9849 -0.1329
4 O 0.3320 1.8081 -0.9806
5 H -0.1980 0.8492 1.5406
6 H -1.5107 1.8635 1.8975
7 H 0.1106 2.5853 1.7535
8 H -1.1099 3.0322 -0.2311
9 H -1.5915 1.2494 -0.3738
10 C 4.5861 0.5009 -1.6845
11 C 3.6514 0.4710 -2.8003
12 C 3.7171 -0.7872 -3.7521
13 O 2.3664 0.5769 -2.2982
14 H 5.5494 0.8250 -2.0783
15 H 4.7495 -0.4739 -1.2251
16 H 4.3076 1.1816 -0.8799
17 H 3.8305 1.3826 -3.3705
18 H 3.4520 -1.5806 -3.0533
19 H 4.7425 -0.8836 -4.1089
20 H 3.0718 -0.7014 -4.6265
21 H 2.0552 -0.3202 -2.1572
22 C -1.8218 -3.6207 0.9242
23 C -2.7616 -2.7464 1.6679
24 C -2.1742 -1.3652 1.8010
25 O -3.9018 -2.5978 0.9058
26 H -0.8991 -3.6183 1.5045
27 H -1.4502 -3.1230 0.0285
28 H -2.0950 -4.6758 0.9354
29 H -3.1194 -3.1373 2.6204
30 H -1.8170 -0.9832 0.8447
31 H -1.3647 -1.6024 2.4914
32 H -2.8514 -0.6328 2.2405
33 H -4.6356 -2.5238 1.5204
34 C -0.5657 -1.5525 -3.0738
35 C 0.0179 -0.6114 -4.1312
36 C -0.6390 -0.7005 -5.5417
37 O -0.2695 0.5968 -3.5807
38 H 0.0043 -2.4652 -3.2472
39 H -1.6130 -1.6652 -3.3541
40 H -0.4094 -1.2082 -2.0515
41 H 1.0838 -0.7799 -4.2844
42 H -1.6619 -1.0480 -5.3964
43 H -0.3789 -1.4906 -6.2462
44 H -0.6027 0.2907 -5.9936
45 H -1.1680 0.8491 -3.8059
46 C -2.5370 3.9310 5.4604
47 C -3.3977 3.4300 4.3241
48 C -3.0645 4.0587 2.9693
49 O -3.0299 2.1040 4.2073
50 H -1.4931 4.0786 5.1838
51 H -2.5863 3.2864 6.3379
52 H -2.9489 4.9269 5.6234
53 H -4.4407 3.4703 4.6379
54 H -3.4648 3.4523 2.1569
55 H -1.9773 4.1254 2.9296
56 H -3.4863 5.0613 2.8983
57 H -2.2163 2.0196 3.7048
58 C 2.4777 -3.0744 0.6369
59 C 1.9039 -1.6489 1.0420
60 C 2.8353 -0.8882 1.8942
61 O 1.6564 -1.0070 -0.1373
62 H 2.2723 -3.9016 1.3163
63 H 3.5618 -3.1711 0.5792
64 H 2.1710 -3.3596 -0.3694
65 H 0.9671 -1.8473 1.5629
66 H 3.6238 -0.5316 1.2315
67 H 3.1158 -1.3804 2.8254
68 H 2.2280 -0.0838 2.3092
69 H 1.1135 -0.2279 0.0041

Summary:
Total charge: +3
E (Ha): -2388.53122
Largest force on an atom (eV Å⁻¹): 5.97
Highest occupied orbital energy (alpha / beta) (eV): -16.288 / -16.279
⟨S²⟩: 12.02
Lowest unoccupied orbital energy (alpha / beta) (eV): -11.294 / -13.550
2S+1: 7

Here are the Löwdin charges for atoms 1 to 5, given in e:
1 Fe 1.3223
2 C -0.0639
3 C -0.2218
4 O -0.0474
5 H 0.0702

***

Record 2
Below is the ion C10H10NO2 with charge +1 at a distorted geometry, with properties calculated with the ωB97M-V functional and the def2-TZVPD basis.

Element x y z (Å)
1 O -0.2365 1.2616 -4.0927
2 C -0.9472 0.3741 -3.7999
3 C -0.8230 -0.2901 -2.4448
4 C -1.2748 -1.4173 -1.8335
5 O -0.6914 -1.7932 -0.7474
6 C 0.3909 -0.9097 -0.4868
7 C 0.2973 -0.3348 0.9163
8 C 1.5739 -0.1384 1.3971
9 C 1.7228 0.5219 2.6757
10 C 0.5956 0.8916 3.3077
11 C -0.6905 0.6823 2.7917
12 C -0.7842 0.0800 1.5971
13 N 0.1292 0.3422 -1.5029
14 H -1.7125 -0.0984 -4.5356
15 H -2.0827 -2.0600 -2.2699
16 H 1.3443 -1.2782 -0.7829
17 H 2.4112 -0.5429 0.7906
18 H 2.7014 0.8272 3.0293
19 H 0.6244 1.5527 4.1497
20 H -1.5900 0.9039 3.3275
21 H -1.8261 -0.3539 1.3682
22 H 1.0132 0.5168 -1.8532
23 H -0.1451 1.2624 -1.0012

Summary:
Total charge: +1
E (Ha): -591.95765
Largest force on an atom (eV Å⁻¹): 5.33
SMILES string: O=CC1=CO[C@H](c2ccccc2)[NH2+]1
Highest occupied orbital energy (eV): -13.393
Relative energy (zero: lowest compared OMol25 entry of this formula, charge and spin) (eV): 0.000
Lowest unoccupied orbital energy (eV): -3.753

Here are the Löwdin charges for atoms 1 to 5, given in e:
1 O 0.1060
2 C -0.2223
3 C -0.1111
4 C -0.0510
5 O 0.0760

***

Record 3
Below is a structure of composition C39H46IN9Ru at a distorted geometry, with properties calculated with the ωB97M-V functional and the def2-TZVPD basis.

Element x y z (Å)
1 Ru -0.0356 -1.8994 0.6851
2 C -3.6533 -2.8412 3.0915
3 C -2.6419 -3.1929 2.0509
4 C -1.4832 -3.8924 2.3945
5 C -0.6334 -4.3972 1.4081
6 C -0.9112 -4.1676 0.0496
7 C -2.0169 -3.3657 -0.2998
8 C -2.8633 -2.8840 0.6888
9 H -3.1830 -2.5479 4.0302
10 H -4.2635 -3.7227 3.3097
11 H -4.3335 -2.0612 2.7518
12 H -1.3023 -4.1351 3.4342
13 H 0.1769 -5.0582 1.6868
14 H -0.3838 -4.7251 -0.7126
15 H -2.2724 -3.2321 -1.3436
16 H -3.7636 -2.3504 0.4084
17 C 3.9110 4.3147 0.1538
18 C 4.2544 2.9845 -0.5181
19 C 4.2532 3.1867 -2.0454
20 C 5.6683 2.5579 -0.0792
21 C 3.2850 1.8751 -0.1722
22 C 3.4920 0.5795 -0.6606
23 C 2.6055 -0.4251 -0.3427
24 N 1.5391 -0.2111 0.4278
25 C 1.3080 1.0116 0.9138
26 C 2.1579 2.0685 0.6268
27 C 0.0955 1.1111 1.7257
28 C -0.2752 2.2415 2.4336
29 C -1.4527 2.2726 3.1805
30 C -2.2077 1.0945 3.1903
31 C -1.7855 0.0042 2.4648
32 N -0.6623 0.0036 1.7342
33 C -1.9334 3.4846 3.9435
34 C -1.0311 4.7056 3.7519
35 C -3.3464 3.8534 3.4511
36 C -1.9707 3.1386 5.4447
37 H 4.6572 5.0555 -0.1272
38 H 3.9279 4.2364 1.2426
39 H 2.9412 4.6990 -0.1691
40 H 4.9530 3.9807 -2.3014
41 H 3.2651 3.4795 -2.4049
42 H 4.5666 2.2847 -2.5718
43 H 6.3673 3.3698 -0.2723
44 H 6.0170 1.6851 -0.6310
45 H 5.6988 2.3305 0.9873
46 H 4.3409 0.3408 -1.2842
47 H 2.7382 -1.4308 -0.7204
48 H 1.9437 3.0526 1.0157
49 H 0.3670 3.1089 2.4009
50 H -3.1269 1.0216 3.7529
51 H -2.3716 -0.8991 2.4587
52 H -0.9794 5.0115 2.7052
53 H -0.0237 4.5319 4.1348
54 H -1.4512 5.5374 4.3137
55 H -3.3342 4.0726 2.3823
56 H -3.6844 4.7456 3.9753
57 H -4.0735 3.0641 3.6410
58 H -0.9758 2.8657 5.7998
59 H -2.6603 2.3230 5.6636
60 H -2.3010 4.0139 6.0016
61 C -0.5674 0.4990 -1.9595
62 C -0.0153 -0.8077 -2.4094
63 N 0.2658 -1.8306 -1.6102
64 C 0.8058 -2.8299 -2.3947
65 C 0.8460 -2.3989 -3.6765
66 N 0.3284 -1.1218 -3.6735
67 C 0.1686 -0.3055 -4.8716
68 N -0.7442 -0.9097 -5.7821
69 N -0.3322 -1.2687 -7.0289
70 N -1.2989 -1.7687 -7.6628
71 C -2.4315 -1.7649 -6.8768
72 C -3.7399 -2.1759 -7.1210
73 C -4.6406 -2.0778 -6.0810
74 C -4.2650 -1.5653 -4.8308
75 C -2.9751 -1.1471 -4.5709
76 C -2.0685 -1.2266 -5.6246
77 H -0.9170 0.3843 -0.9339
78 H -1.3997 0.8368 -2.5759
79 H 0.2039 1.2725 -1.9833
80 H 1.1343 -3.7737 -1.9973
81 H 1.1930 -2.8795 -4.5758
82 H 1.1193 -0.2235 -5.3990
83 H -0.1633 0.6925 -4.5828
84 H -4.0336 -2.5229 -8.1018
85 H -5.6636 -2.3937 -6.2282
86 H -5.0098 -1.5006 -4.0485
87 H -2.6875 -0.8025 -3.5843
88 I 3.8113 -1.9418 5.7043
89 C 3.0721 -2.4364 3.8234
90 C 3.7226 -3.1294 2.8187
91 N 2.8750 -3.1983 1.7779
92 N 1.7098 -2.5952 2.0526
93 C 1.8157 -2.1245 3.2935
94 H 4.7096 -3.5609 2.7979
95 H 3.0260 -3.6654 0.8991
96 H 1.0031 -1.5973 3.7668

Summary:
Total charge: +3
E (Ha): -2398.14239
Largest force on an atom (eV Å⁻¹): 3.57
Highest occupied orbital energy (alpha / beta) (eV): -14.945 / -14.946
Relative energy (zero: lowest compared OMol25 entry of this formula, charge and spin) (eV): 3.292
⟨S²⟩: 0.88
Lowest unoccupied orbital energy (alpha / beta) (eV): -11.300 / -10.673
2S+1: 2

Here are the Löwdin charges for atoms 1 to 5, given in e:
1 Ru 1.3766
2 C -0.0199
3 C -0.2732
4 C -0.0321
5 C -0.0879

***

Record 4
Below is a cluster of 2 separate species, C23H17F4NO4 in total at a distorted geometry, with properties calculated with the ωB97M-V functional and the def2-TZVPD basis.

Element x y z (Å)
1 F -0.5538 -5.2884 1.4919
2 C 0.1274 -4.5240 0.6084
3 C 1.4458 -4.8175 0.3116
4 C 2.1638 -4.0065 -0.5499
5 F 3.4801 -4.2385 -0.7575
6 C 1.5404 -2.9396 -1.1545
7 C 0.1845 -2.6298 -0.9121
8 C -0.3903 -1.5529 -1.6396
9 C -1.7014 -1.0092 -1.7121
10 C -1.9218 0.0618 -2.6051
11 C -3.1708 0.6047 -2.7992
12 F -3.3539 1.5939 -3.7031
13 C -4.2491 0.1112 -2.0859
14 C -4.0709 -0.9189 -1.1806
15 F -5.1202 -1.3780 -0.4619
16 C -2.8243 -1.4711 -1.0004
17 C -0.4884 -3.4462 0.0168
18 H 1.9176 -5.6707 0.7649
19 H 2.1168 -2.3314 -1.8265
20 H 0.3011 -1.0849 -2.3212
21 H -1.1028 0.4663 -3.1701
22 H -5.2299 0.5253 -2.2388
23 H -2.7613 -2.2730 -0.2986
24 H -1.4907 -3.2468 0.3264
25 C 4.1813 -2.0381 1.6209
26 C 3.6647 -0.6306 1.3967
27 O 2.2609 -0.5674 1.2756
28 C 1.8834 0.7159 0.9425
29 C 0.5021 1.0546 1.1076
30 C -0.0149 2.3498 0.9831
31 C 0.7756 3.4387 0.5492
32 C 0.2551 4.6969 0.4510
33 C -1.0702 4.9312 0.7847
34 N -1.6352 6.2611 0.6448
35 O -2.8534 6.4063 0.8219
36 O -0.8761 7.1958 0.3514
37 C -1.8613 3.8882 1.2438
38 C -1.3552 2.6220 1.3438
39 O 2.6938 1.5490 0.5543
40 H 5.2163 -2.0461 1.9642
41 H 3.5787 -2.5524 2.3672
42 H 4.1303 -2.6353 0.7115
43 H 3.9254 0.0308 2.2359
44 H 4.0944 -0.1826 0.4901
45 H -0.1610 0.2597 1.3951
46 H 1.8039 3.2598 0.2868
47 H 0.8575 5.5225 0.1110
48 H -2.8781 4.1041 1.5231
49 H -1.9658 1.8304 1.7409

Summary:
E (Ha): -1641.61392
Largest force on an atom (eV Å⁻¹): 1.58
Highest occupied orbital energy (eV): -6.687
Relative energy (zero: lowest compared OMol25 entry of this formula, charge and spin) (eV): 0.000
Lowest unoccupied orbital energy (eV): -3.615

Here are the Löwdin charges for atoms 1 to 5, given in e:
1 F 0.0798
2 C -0.2405
3 C 0.0876
4 C -0.2583
5 F 0.0674

***

Record 5
Below is a cluster of 4 separate species, C24H28F3N4O in total at a distorted geometry, with properties calculated with the ωB97M-V functional and the def2-TZVPD basis.

Element x y z (Å)
1 C 3.7971 3.5218 1.6331
2 C 2.9095 2.5241 0.6632
3 C 3.0976 2.8692 -0.9629
4 C 1.3421 2.3542 1.1076
5 N 0.5491 3.6328 1.2098
6 N -0.6400 3.5754 1.9712
7 C -1.5248 2.9419 1.0896
8 O -2.2455 2.0787 0.3208
9 C 0.8194 4.8352 0.6102
10 N 1.2847 6.1039 1.3181
11 N 0.5806 4.9445 -0.9027
12 H 3.2152 4.4539 2.0343
13 H 4.2067 2.9191 2.5762
14 H 4.7560 3.8612 1.0196
15 H 3.4045 1.4452 0.7884
16 H 3.9698 2.1582 -1.3597
17 H 3.4809 3.9750 -1.0491
18 H 2.1246 2.6469 -1.5805
19 H 0.8549 1.6025 0.3189
20 H 1.2582 1.8150 2.1623
21 H 2.3215 6.2342 1.1241
22 H 1.2219 5.9205 2.3647
23 H 0.0787 4.1050 -1.2699
24 H 1.4717 5.1365 -1.4128
25 F -3.7497 -4.0036 -3.2898
26 C -3.4003 -2.9303 -2.5683
27 C -2.1331 -2.8717 -1.9988
28 C -1.7670 -1.7521 -1.2518
29 C -2.6772 -0.7073 -1.0733
30 C -3.9486 -0.7778 -1.6448
31 C -4.3103 -1.8924 -2.4010
32 H -1.4424 -3.6964 -2.1411
33 H -0.7759 -1.6931 -0.8088
34 H -2.3929 0.1638 -0.4869
35 H -4.6568 0.0348 -1.5011
36 H -5.2912 -1.9596 -2.8597
37 F 5.3606 0.9983 2.2616
38 C 6.3769 0.9564 3.1334
39 C 6.7220 -0.2541 3.7242
40 C 7.7834 -0.2992 4.6281
41 C 8.4815 0.8702 4.9395
42 C 8.1242 2.0813 4.3450
43 C 7.0701 2.1239 3.4329
44 H 6.1630 -1.1506 3.4765
45 H 8.0661 -1.2421 5.0896
46 H 9.3064 0.8354 5.6480
47 H 8.6664 2.9909 4.5921
48 H 6.7848 3.0551 2.9547
49 F -8.4078 -8.6712 -2.3455
50 C -8.1515 -7.4506 -2.8344
51 C -9.1061 -6.8139 -3.6200
52 C -8.8417 -5.5409 -4.1251
53 C -7.6199 -4.9228 -3.8477
54 C -6.6662 -5.5722 -3.0624
55 C -6.9354 -6.8403 -2.5483
56 H -10.0460 -7.3130 -3.8318
57 H -9.5845 -5.0314 -4.7338
58 H -7.4123 -3.9317 -4.2456
59 H -5.7143 -5.0908 -2.8513
60 H -6.2090 -7.3557 -1.9288

Summary:
Total charge: +1
E (Ha): -1524.64091
Largest force on an atom (eV Å⁻¹): 12.32
Highest occupied orbital energy (eV): -10.208
Relative energy (zero: lowest compared OMol25 entry of this formula, charge and spin) (eV): 5.633
Lowest unoccupied orbital energy (eV): -6.108

Here are the Löwdin charges for atoms 1 to 5, given in e:
1 C -0.0913
2 C -0.3309
3 C -0.1019
4 C -0.1059
5 N -0.2127

***

Copy entry 4 word for word.
Below is a cluster of 2 separate species, C23H17F4NO4 in total at a distorted geometry, with properties calculated with the ωB97M-V functional and the def2-TZVPD basis.

Element x y z (Å)
1 F -0.5538 -5.2884 1.4919
2 C 0.1274 -4.5240 0.6084
3 C 1.4458 -4.8175 0.3116
4 C 2.1638 -4.0065 -0.5499
5 F 3.4801 -4.2385 -0.7575
6 C 1.5404 -2.9396 -1.1545
7 C 0.1845 -2.6298 -0.9121
8 C -0.3903 -1.5529 -1.6396
9 C -1.7014 -1.0092 -1.7121
10 C -1.9218 0.0618 -2.6051
11 C -3.1708 0.6047 -2.7992
12 F -3.3539 1.5939 -3.7031
13 C -4.2491 0.1112 -2.0859
14 C -4.0709 -0.9189 -1.1806
15 F -5.1202 -1.3780 -0.4619
16 C -2.8243 -1.4711 -1.0004
17 C -0.4884 -3.4462 0.0168
18 H 1.9176 -5.6707 0.7649
19 H 2.1168 -2.3314 -1.8265
20 H 0.3011 -1.0849 -2.3212
21 H -1.1028 0.4663 -3.1701
22 H -5.2299 0.5253 -2.2388
23 H -2.7613 -2.2730 -0.2986
24 H -1.4907 -3.2468 0.3264
25 C 4.1813 -2.0381 1.6209
26 C 3.6647 -0.6306 1.3967
27 O 2.2609 -0.5674 1.2756
28 C 1.8834 0.7159 0.9425
29 C 0.5021 1.0546 1.1076
30 C -0.0149 2.3498 0.9831
31 C 0.7756 3.4387 0.5492
32 C 0.2551 4.6969 0.4510
33 C -1.0702 4.9312 0.7847
34 N -1.6352 6.2611 0.6448
35 O -2.8534 6.4063 0.8219
36 O -0.8761 7.1958 0.3514
37 C -1.8613 3.8882 1.2438
38 C -1.3552 2.6220 1.3438
39 O 2.6938 1.5490 0.5543
40 H 5.2163 -2.0461 1.9642
41 H 3.5787 -2.5524 2.3672
42 H 4.1303 -2.6353 0.7115
43 H 3.9254 0.0308 2.2359
44 H 4.0944 -0.1826 0.4901
45 H -0.1610 0.2597 1.3951
46 H 1.8039 3.2598 0.2868
47 H 0.8575 5.5225 0.1110
48 H -2.8781 4.1041 1.5231
49 H -1.9658 1.8304 1.7409

Summary:
E (Ha): -1641.61392
Largest force on an atom (eV Å⁻¹): 1.58
Highest occupied orbital energy (eV): -6.687
Relative energy (zero: lowest compared OMol25 entry of this formula, charge and spin) (eV): 0.000
Lowest unoccupied orbital energy (eV): -3.615

Here are the Löwdin charges for atoms 1 to 5, given in e:
1 F 0.0798
2 C -0.2405
3 C 0.0876
4 C -0.2583
5 F 0.0674

***

E of number 5 (C24H28F3N4O)?
-1524.64091 Ha

***

Which value of E does entry 4 give?
-1641.61392 Ha

***

Look up the largest force on an atom of the third one.
3.57 eV Å⁻¹